Density functional theory data (ωB97M-V with the def2-TZVPD basis set) for a 2-piece molecular cluster, C6H8ClO2P overall at a distorted geometry.

Cartesian coordinates (Å):
C  -2.07999  -0.45350  -0.60520
C  -0.92230  -1.00169  -0.12223
C  -2.36653  1.01845  -0.47095
C  -1.41404  1.77982  0.11336
C  -0.09605  -0.21997  0.63588
C  -0.31875  1.20805  0.85969
O  2.38652  0.20821  1.80965
O  3.19728  -1.39557  -1.63188
P  1.61517  -0.64153  0.86986
Cl  1.88065  -2.55706  1.41952
H  -2.81507  -1.10582  -1.01649
H  -0.77911  -2.10748  -0.01098
H  -3.20258  1.32099  -1.03270
H  -1.50963  2.82658  0.36825
H  0.49988  1.75529  0.65255
H  -0.45121  1.15808  1.99166
H  3.17874  -0.50626  -1.27428
H  3.19704  -1.28660  -2.55572

Computed properties:
DFT total energy: -32255.997 eV
LUMO level (alpha / beta): -1.2 / -1.1 eV
2S+1: 1
ΔE to the lowest compared entry with this formula, charge and spin: 0.0000 eV

Atom-resolved charges from Mulliken, all expressed in e:
1. C -0.3889
2. C -0.4305
3. C -0.4963
4. C -0.5447
5. C 0.4052
6. C -0.5673
7. O -0.5797
8. O -0.6084
9. P 0.6224
10. Cl -0.2451
11. H 0.3943
12. H 0.2880
13. H 0.4199
14. H 0.3534
15. H 0.4710
16. H 0.2879
17. H 0.3267
18. H 0.2922



Density functional theory data (ωB97M-V with the def2-TZVPD basis set) for one molecule with the formula C7H11ClN2 at a distorted geometry.

Cartesian coordinates (Å):
C  1.35942  0.70518  -2.00936
C  0.96209  0.08532  -0.68304
C  1.80947  -0.57654  0.15992
C  1.28832  -1.00938  1.45538
N  0.25638  -0.57530  2.00979
C  -0.53372  0.37530  1.24419
N  -1.90211  0.26857  1.63506
Cl  0.35233  2.04393  1.70625
C  -0.48997  0.24415  -0.27103
C  -1.46488  -0.91774  -0.67619
H  1.21985  1.81881  -2.07018
H  0.69583  0.27079  -2.65254
H  2.47587  0.44376  -2.35928
H  2.84301  -0.57886  -0.16845
H  1.88636  -1.63434  2.07494
H  -2.13918  0.65126  2.58071
H  -2.55801  0.73729  1.04341
H  -0.84014  1.12933  -0.67227
H  -1.77290  -1.59631  0.12169
H  -0.98726  -1.54210  -1.58283
H  -2.46076  -0.34311  -0.88618

Computed properties:
DFT total energy: -22938.619 eV
LUMO level: 0.4 eV
2S+1: 1
structure (SMILES): CC1=CC=N[C@@](N)(Cl)[C@@H]1C
ΔE to the lowest compared entry with this formula, charge and spin: 0.4814 eV

Atom-resolved charges from Mulliken, all expressed in e:
1. C -1.2700
2. C 0.1631
3. C -0.5458
4. C -0.4070
5. N -0.6089
6. C 0.4857
7. N -0.4985
8. Cl -0.2766
9. C 0.0928
10. C -1.0600
11. H 0.2672
12. H 0.3779
13. H 0.3277
14. H 0.3901
15. H 0.4614
16. H 0.3198
17. H 0.2131
18. H 0.6240
19. H 0.3502
20. H 0.3043
21. H 0.2894



Density functional theory data (ωB97M-V with the def2-TZVPD basis set) for a 8-piece molecular cluster, C8H32N16O8 overall at a distorted geometry.

Cartesian coordinates (Å):
C  0.51461  -1.21298  0.45020
O  1.43405  -1.65386  0.97744
N  -0.04511  -1.78964  -0.62558
N  -0.22635  -0.17524  0.89074
H  0.46591  -2.56399  -1.02476
H  -0.92986  -1.38935  -0.90323
H  -1.08032  0.02607  0.39045
H  -0.02433  0.29478  1.76159
C  -4.50869  2.30461  -1.87026
O  -5.00951  2.29650  -2.97356
N  -5.26065  2.45813  -0.80869
N  -3.29403  1.72240  -1.72431
H  -4.97503  1.97026  0.02827
H  -6.21364  2.78966  -0.76389
H  -2.72523  1.44337  -2.51089
H  -3.13520  1.24925  -0.84624
C  2.04302  -0.54274  4.62028
O  2.63367  -0.03690  5.55073
N  1.04790  -1.32869  4.78242
N  2.40371  -0.43884  3.39629
H  0.71392  -1.87671  4.00253
H  0.84047  -1.64338  5.71947
H  3.25515  0.00723  3.08617
H  1.83951  -0.93508  2.72137
C  4.53023  -3.23461  -0.91489
O  3.97393  -2.96914  -1.91844
N  5.65922  -3.75554  -0.99933
N  4.03489  -3.21889  0.35336
H  5.98591  -4.07795  -1.89901
H  6.17805  -4.05936  -0.18778
H  3.08672  -2.91000  0.51363
H  4.51262  -3.46717  1.20789
C  0.96804  -0.39342  -4.10821
O  0.40661  0.63858  -4.24190
N  2.30249  -0.49936  -4.07865
N  0.31513  -1.49357  -3.97829
H  2.75390  0.39740  -4.18887
H  2.77066  -1.33204  -3.75070
H  -0.67797  -1.30966  -3.97202
H  0.74495  -2.34750  -3.65247
C  -3.18618  1.19268  1.82359
O  -3.10463  0.62258  0.78890
N  -3.38405  2.49525  2.00036
N  -2.97845  0.69805  3.03292
H  -3.43382  3.21014  1.28864
H  -3.33549  2.74422  2.97799
H  -3.19062  1.18609  3.89135
H  -2.95611  -0.31166  3.02313
C  -2.74695  -0.94502  -4.42682
O  -2.26830  -0.93557  -3.27690
N  -3.98467  -0.74400  -4.59416
N  -2.06743  -1.04261  -5.52735
H  -4.33999  -0.48971  -3.68357
H  -4.62345  -0.98235  -5.33932
H  -2.66740  -1.30422  -6.29657
H  -1.17518  -0.67177  -5.82142
C  2.85145  3.79436  3.48188
O  3.10016  4.28259  2.39555
N  2.30913  2.63533  3.57871
N  3.11920  4.23068  4.66692
H  2.44721  2.20259  4.48081
H  1.97870  2.21266  2.72298
H  2.80890  3.82370  5.53766
H  3.51838  5.15335  4.76400

Computed properties:
total charge: +1
DFT total energy: -49032.200 eV
LUMO level (alpha / beta): -3.0 / -8.4 eV
2S+1: 2
ΔE to the lowest compared entry with this formula, charge and spin: 0.5349 eV

Atom-resolved charges from Mulliken, all expressed in e:
1. C 0.6760
2. O -0.7642
3. N -0.2988
4. N -0.1640
5. H 0.1743
6. H 0.0280
7. H 0.0603
8. H 0.1772
9. C 0.7104
10. O -0.3032
11. N -0.2556
12. N 0.0362
13. H 0.0985
14. H 0.2611
15. H 0.1715
16. H 0.3835
17. C 0.6257
18. O -0.7352
19. N -0.3242
20. N -0.1769
21. H 0.1694
22. H 0.2374
23. H 0.2590
24. H 0.0576
25. C 0.5710
26. O -0.6299
27. N -0.3717
28. N -0.2909
29. H 0.2393
30. H 0.1580
31. H 0.1891
32. H 0.1735
33. C 0.6318
34. O -0.6687
35. N -0.4060
36. N -0.3050
37. H 0.2400
38. H 0.1862
39. H 0.2922
40. H 0.1695
41. C 0.7852
42. O -0.8713
43. N -0.3869
44. N -0.4859
45. H 0.2121
46. H 0.1381
47. H 0.1733
48. H 0.2605
49. C 0.6366
50. O -0.7367
51. N -0.3240
52. N -0.3874
53. H 0.1649
54. H 0.2186
55. H 0.1893
56. H 0.1656
57. C 0.5706
58. O -0.6798
59. N -0.2726
60. N -0.3805
61. H 0.2019
62. H 0.1411
63. H 0.1733
64. H 0.2114



Density functional theory data (ωB97M-V with the def2-TZVPD basis set) for C10H20ClFeHo as an isolated structure at a distorted geometry.

Cartesian coordinates (Å):
Fe  -0.51879  0.56231  -0.86898
Cl  -0.13835  2.62797  -1.38462
C  -2.26242  -0.23172  -1.18600
H  -2.37073  -1.00520  -0.40847
H  -2.45140  -0.63908  -2.18929
H  -2.93655  0.61393  -0.96791
Ho  0.49075  0.25458  -3.58629
C  2.63513  0.73187  -4.29182
C  -1.03325  -0.01216  -5.29869
C  0.65737  -1.24304  -1.95342
H  -1.43063  -1.03635  -5.32319
H  -1.86993  0.69908  -5.22807
H  -0.48049  0.18469  -6.23260
H  3.30692  -0.08161  -3.98829
H  2.67175  0.82120  -5.38413
H  3.01373  1.66395  -3.85586
H  -0.04699  -2.07373  -1.77223
H  1.39875  -1.31833  -1.13675
C  1.01716  1.10108  3.89970
C  0.09404  -0.04763  3.48944
C  0.65871  -1.38877  3.95931
C  -1.31927  0.16514  4.03625
C  -0.00676  -0.05400  2.05226
C  -0.21270  0.04553  0.83993
H  1.06938  1.16775  4.99521
H  0.64397  2.05323  3.50815
H  2.02782  0.93534  3.51009
H  0.69099  -1.40938  5.05824
H  0.03662  -2.21690  3.61358
H  1.67747  -1.53066  3.57996
H  -1.72990  1.11386  3.66750
H  -1.97971  -0.64590  3.71424
H  -1.30270  0.19298  5.13277

Computed properties:
total charge: -1
DFT total energy: -83397.038 eV
LUMO level (alpha / beta): 2.9 / 2.8 eV
2S+1: 10
ΔE to the lowest compared entry with this formula, charge and spin: 0.6267 eV

Atom-resolved charges from Mulliken, all expressed in e:
1. Fe 0.2327
2. Cl -0.5812
3. C -1.0560
4. H 0.2504
5. H 0.2920
6. H 0.2601
7. Ho 1.1455
8. C -1.2425
9. C -1.3472
10. C -1.0570
11. H 0.2685
12. H 0.2898
13. H 0.3209
14. H 0.2775
15. H 0.2891
16. H 0.2785
17. H 0.2523
18. H 0.2336
19. C -1.5627
20. C 1.9350
21. C -1.5361
22. C -1.6294
23. C -0.1789
24. C -0.4808
25. H 0.3535
26. H 0.3736
27. H 0.3788
28. H 0.3441
29. H 0.3777
30. H 0.3776
31. H 0.3777
32. H 0.3814
33. H 0.3817



Density functional theory data (ωB97M-V with the def2-TZVPD basis set) for an isolated ion of composition C6H10N and charge +1 at a distorted geometry.

Cartesian coordinates (Å):
C  -0.42343  0.61204  -0.19788
C  -1.21341  1.70254  -0.25660
C  2.92569  -0.70675  -0.02801
C  1.04753  0.82086  0.17551
C  -0.87549  -0.74105  -0.27367
C  -2.12876  -1.21549  0.26454
N  1.77426  -0.36810  -0.26411
H  -2.32913  1.72565  -0.42315
H  -0.70706  2.68046  -0.26802
H  3.43390  -1.39163  -0.65150
H  3.54191  -0.28743  0.84973
H  1.53596  1.79555  -0.35885
H  1.05326  1.09898  1.23835
H  -0.18347  -1.40334  -0.79041
H  -2.73263  -0.57022  0.80823
H  -2.03733  -2.19563  0.82276
H  -2.68181  -1.55643  -0.64694

Computed properties:
total charge: +1
DFT total energy: -7863.466 eV
LUMO level: -6.7 eV
2S+1: 1
ΔE to the lowest compared entry with this formula, charge and spin: 2.8818 eV

Atom-resolved charges from Mulliken, all expressed in e:
1. C 0.5304
2. C -0.8686
3. C -0.3361
4. C -0.5264
5. C 0.2260
6. C -1.1652
7. N -0.3128
8. H 0.2966
9. H 0.2788
10. H 0.2828
11. H 0.2169
12. H 0.3565
13. H 0.4008
14. H 0.4746
15. H 0.4177
16. H 0.3736
17. H 0.3543



Density functional theory data (ωB97M-V with the def2-TZVPD basis set) for a 2-piece molecular cluster, C3H4INS3 overall at a distorted geometry.

Cartesian coordinates (Å):
C  1.00340  -1.76196  1.46527
C  1.20527  -0.73930  0.80330
S  1.32885  0.77399  0.00744
C  1.38330  0.14681  -1.77937
H  1.00962  -2.63626  1.95963
H  2.09596  -0.52349  -1.98773
H  1.71671  1.03733  -2.40666
H  0.33608  -0.14322  -1.96826
S  -1.50235  2.48076  0.03164
N  -2.21173  2.00574  1.32433
S  -3.06377  0.84152  1.87256
I  -3.30134  -1.48191  0.67784

Computed properties:
DFT total energy: -45268.040 eV
LUMO level: -1.7 eV
2S+1: 1
structure (SMILES): C#CSC.S=NSI
ΔE to the lowest compared entry with this formula, charge and spin: 2.0723 eV

Atom-resolved charges from Mulliken, all expressed in e:
1. C 0.1277
2. C -0.5847
3. S -0.1091
4. C -0.8162
5. H 0.4860
6. H 0.3929
7. H 0.2808
8. H 0.2491
9. S 0.0096
10. N -0.0318
11. S 0.0981
12. I -0.1026